Entry 1:
{"formula": "C42H84BN3O9", "method": "wB97M-V/def2-TZVPD", "elements": ["O", "O", "O", "O", "O", "O", "O", "O", "O", "N", "N", "N", "C", "C", "C", "C", "C", "C", "C", "C", "C", "C", "C", "C", "C", "C", "C", "C", "C", "C", "C", "C", "C", "C", "C", "C", "C", "C", "C", "C", "C", "C", "C", "C", "C", "C", "C", "C", "C", "C", "C", "C", "C", "C", "B", "H", "H", "H", "H", "H", "H", "H", "H", "H", "H", "H", "H", "H", "H", "H", "H", "H", "H", "H", "H", "H", "H", "H", "H", "H", "H", "H", "H", "H", "H", "H", "H", "H", "H", "H", "H", "H", "H", "H", "H", "H", "H", "H", "H", "H", "H", "H", "H", "H", "H", "H", "H", "H", "H", "H", "H", "H", "H", "H", "H", "H", "H", "H", "H", "H", "H", "H", "H", "H", "H", "H", "H", "H", "H", "H", "H", "H", "H", "H", "H", "H", "H", "H", "H"], "coordinates": [[1.40, -1.08, -0.91], [5.66, 1.83, -1.58], [6.90, -1.36, -3.53], [-5.36, -2.45, -0.62], [7.63, -0.70, -5.66], [5.79, -1.87, -6.42], [1.37, 0.45, 5.01], [8.67, -3.74, -2.53], [-2.88, 3.30, 1.61], [-3.69, 4.12, 1.02], [-5.33, -3.06, 0.52], [0.43, 1.17, 4.48], [-4.72, 2.55, -0.63], [-3.69, 6.20, -0.38], [-0.77, 0.32, 4.21], [-7.36, -1.96, 2.32], [2.35, 2.53, 3.69], [-6.48, -4.90, 1.80], [5.77, -0.85, -4.17], [4.61, -1.85, -3.97], [6.24, -0.74, -5.65], [10.24, -3.79, -2.27], [-2.80, 4.01, -1.31], [-2.05, 1.16, 4.04], [6.31, 1.27, -2.73], [2.39, -2.09, -0.88], [-4.94, 3.39, 0.63], [4.79, -2.75, -2.75], [-1.57, 5.27, 0.43], [-4.32, -2.88, 2.81], [3.61, -3.69, -2.53], [-5.40, 2.51, 1.78], [-0.57, -0.52, 2.95], [-2.96, 4.87, -0.05], [-6.62, -3.80, 0.73], [-6.11, 4.37, 0.37], [-3.79, -1.20, 1.10], [-1.05, -0.59, 5.41], [-4.91, -2.11, 1.59], [5.34, 0.58, -3.70], [6.27, 0.08, 0.06], [-0.14, 0.31, 1.75], [-4.09, 3.34, -1.77], [-7.74, -2.85, 1.14], [9.19, -2.57, -2.75], [-6.06, -1.21, 2.02], [2.28, -3.06, -2.05], [5.18, 0.84, -0.71], [1.62, -0.12, -1.94], [1.11, 1.12, 2.08], [0.97, 1.98, 3.34], [0.08, 3.22, 3.07], [9.34, -2.10, -4.12], [-7.00, -4.53, -0.55], [8.11, -1.02, -4.30], [-1.62, 5.84, 1.36], [0.57, 4.13, 3.39], [2.18, -2.64, 0.04], [8.99, -1.81, -1.99], [-7.25, -2.55, 3.23], [-0.86, 3.21, 3.61], [10.45, -3.15, -1.35], [0.07, -0.35, 0.90], [-3.81, 6.34, -1.45], [6.04, -1.71, -7.32], [0.78, -0.16, -2.64], [-3.24, -2.75, 2.87], [2.55, -0.33, -2.45], [-5.68, 2.12, -0.94], [6.76, 2.12, -3.24], [1.77, -2.63, -2.91], [1.65, -3.89, -1.72], [-6.42, -4.51, 2.81], [7.27, 0.42, -0.21], [-6.02, 4.92, -0.57], [4.53, 1.35, 0.01], [2.32, 3.11, 4.61], [-6.36, 2.05, 1.54], [-2.06, 3.22, -1.11], [6.13, 0.15, 1.14], [-7.88, -5.15, -0.37], [-8.63, -3.43, 1.38], [-3.13, 7.06, 0.00], [-6.19, -5.18, -0.89], [-3.88, 2.67, -2.60], [-4.67, 6.29, 0.08], [-1.15, -0.01, 6.32], [-6.25, -0.49, 1.22], [3.64, -1.37, -3.99], [-6.21, 5.08, 1.18], [-4.70, 1.70, 1.97], [1.38, 1.76, 1.24], [-4.79, 4.09, -2.15], [-2.94, -1.77, 0.73], [-2.93, 0.51, 4.06], [2.67, 3.19, 2.88], [4.36, 0.55, -3.23], [6.23, -0.98, -0.17], [-4.07, 1.70, -0.39], [5.65, -3.38, -2.97], [8.57, 0.06, -3.82], [5.95, 0.16, -6.20], [-3.44, -0.57, 1.93], [-4.47, -3.95, 2.76], [7.12, 0.63, -2.41], [-1.11, 5.90, -0.33], [-4.74, -2.53, 3.75], [1.94, 0.42, 2.21], [-5.52, 3.08, 2.70], [3.10, 1.75, 3.80], [5.21, 1.23, -4.56], [-0.92, 4.41, 0.59], [3.39, -1.67, -0.76], [3.40, -4.14, -3.50], [-1.50, -1.05, 2.72], [4.63, -2.52, -4.83], [-0.95, 0.98, 1.43], [-2.39, 4.62, -2.11], [-8.01, -2.21, 0.29], [-4.12, -0.52, 0.31], [-5.60, -5.52, 1.61], [-7.04, 3.81, 0.30], [0.18, -1.30, 3.14], [-8.16, -1.24, 2.52], [9.26, -2.99, -4.73], [1.67, 0.89, -1.53], [-0.26, -1.33, 5.55], [10.14, -4.69, -1.67], [10.31, -1.62, -4.17], [-5.76, -0.63, 2.89], [-1.98, -1.13, 5.24], [-2.10, 1.71, 3.10], [-0.16, 3.32, 2.01], [-7.35, -5.55, 1.77], [4.55, 0.11, -1.22], [3.93, -4.50, -1.88], [-7.24, -3.84, -1.36], [5.08, -2.19, -1.86], [-2.16, 1.88, 4.86]], "homo_lumo_gap_ev": [5.951, 5.531], "e_lumo_ev": [1.637, 1.217], "e_tot_ev": -68482.9361, "de_lowest_kcal_mol": 29.8, "charge": -1, "multiplicity": 4}

Entry 2:
{"formula": "C42H84N2O10Rb2", "method": "wB97M-V/def2-TZVPD", "elements": ["Rb", "Rb", "O", "O", "O", "O", "O", "O", "O", "O", "O", "O", "N", "N", "C", "C", "C", "C", "C", "C", "C", "C", "C", "C", "C", "C", "C", "C", "C", "C", "C", "C", "C", "C", "C", "C", "C", "C", "C", "C", "C", "C", "C", "C", "C", "C", "C", "C", "C", "C", "C", "C", "C", "C", "C", "C", "H", "H", "H", "H", "H", "H", "H", "H", "H", "H", "H", "H", "H", "H", "H", "H", "H", "H", "H", "H", "H", "H", "H", "H", "H", "H", "H", "H", "H", "H", "H", "H", "H", "H", "H", "H", "H", "H", "H", "H", "H", "H", "H", "H", "H", "H", "H", "H", "H", "H", "H", "H", "H", "H", "H", "H", "H", "H", "H", "H", "H", "H", "H", "H", "H", "H", "H", "H", "H", "H", "H", "H", "H", "H", "H", "H", "H", "H", "H", "H", "H", "H", "H", "H"], "coordinates": [[18.14, -2.89, 6.43], [19.70, -2.87, 2.26], [17.17, -5.76, 7.01], [9.88, -0.24, 4.97], [18.71, -0.55, -1.86], [15.43, 3.56, 6.90], [14.40, -0.37, -4.93], [13.10, -5.63, 3.81], [12.82, 3.63, 0.74], [20.17, 3.35, 7.76], [18.57, -6.54, -3.10], [16.97, -2.89, 3.57], [16.34, -5.34, 8.23], [16.61, -1.73, 2.76], [10.91, -5.40, 2.61], [11.37, -7.25, 4.21], [13.33, 4.02, -0.33], [13.17, 2.60, 6.88], [20.72, 1.41, 6.56], [14.91, -5.06, 7.91], [15.92, -0.83, -3.18], [14.13, -6.36, 7.49], [19.79, 2.32, 7.31], [14.50, -2.88, 1.88], [14.73, -3.93, 6.90], [10.75, -0.85, 4.37], [14.08, 3.57, 4.80], [16.78, -6.01, 9.45], [18.25, -5.77, 9.80], [14.94, 0.33, 1.57], [15.44, -0.36, 4.64], [14.22, -4.55, 9.18], [16.52, -5.75, -2.09], [18.40, 1.91, 7.54], [14.38, 3.27, 6.26], [14.54, -5.24, 10.46], [17.90, -7.73, -1.22], [16.61, -2.96, 0.53], [15.74, -2.08, 1.56], [17.87, -0.08, 4.08], [14.01, -2.51, -3.90], [18.65, 1.28, -0.33], [14.77, -1.19, -4.12], [12.58, 4.93, -1.28], [15.34, -0.88, 0.76], [11.93, -6.03, 3.56], [20.65, 1.03, -1.81], [16.46, -0.46, 3.51], [14.73, 3.69, -0.73], [16.51, -7.54, 9.48], [17.69, -6.68, -2.22], [16.01, -5.39, 10.73], [11.13, -0.40, 2.98], [11.53, -2.05, 5.02], [19.28, 0.47, -1.41], [16.06, 0.68, 2.59], [10.40, -4.54, 3.05], [14.77, 2.99, -1.57], [17.98, 1.18, 6.84], [19.23, 1.27, 0.60], [21.71, 1.87, 6.56], [15.46, -7.80, 9.47], [16.96, 1.09, 2.14], [13.35, 2.86, 4.42], [10.47, 0.34, 2.52], [12.17, -0.10, 3.03], [11.75, -7.22, 5.23], [11.43, -5.04, 1.73], [16.87, -3.93, 0.94], [10.30, -7.46, 4.16], [21.03, 1.65, -0.99], [17.72, 2.75, 7.67], [15.21, 4.62, -1.03], [12.61, -2.01, 4.93], [14.08, 0.23, 2.24], [21.37, 0.24, -2.04], [16.14, -5.97, 11.64], [12.64, 4.57, -2.30], [15.74, -6.20, -1.48], [13.98, -4.72, 11.24], [14.72, 1.17, 0.92], [15.01, 3.40, 4.27], [18.51, 2.32, -0.61], [16.15, -1.67, -2.51], [15.53, -0.09, -2.48], [18.66, -0.27, 3.36], [16.08, -3.13, -0.41], [18.46, -4.70, 9.71], [18.56, -6.04, 10.81], [16.86, -4.83, -1.62], [14.74, -3.31, -3.96], [15.30, -3.00, 7.03], [10.98, -1.28, 2.35], [14.49, -1.20, 0.17], [13.39, -2.62, -4.78], [18.50, 1.19, 8.36], [15.67, -1.07, 5.43], [20.72, 0.41, 7.00], [13.40, -2.59, -2.99], [13.43, -6.15, 6.68], [16.37, -4.39, 10.97], [14.42, -0.61, 4.37], [15.55, 1.48, 3.15], [11.17, -2.12, 6.04], [15.13, -4.13, 5.91], [13.71, -3.00, 1.15], [17.72, 0.76, -0.10], [11.63, 5.18, -0.80], [10.09, -6.01, 2.24], [13.42, 2.49, 7.93], [18.08, 0.97, 4.30], [11.80, -8.08, 3.65], [20.40, 1.39, 5.52], [15.21, 3.15, 0.09], [13.71, -6.91, 8.34], [16.93, -7.99, 10.38], [13.28, 5.77, -1.21], [17.57, -2.49, 0.30], [14.12, -6.24, 10.55], [14.15, -2.49, 2.84], [13.15, -4.73, 9.04], [12.20, 3.09, 6.79], [20.55, 1.66, -2.69], [13.16, 1.64, 6.37], [16.85, -0.54, -3.66], [18.79, -8.27, -1.53], [11.15, -2.92, 4.48], [17.03, -8.09, 8.69], [16.23, -5.32, -3.05], [16.17, -0.58, 0.11], [14.65, -3.94, 2.08], [18.87, -6.25, 9.04], [13.64, 4.56, 4.69], [14.32, -3.47, 9.21], [17.10, -8.46, -1.40], [14.68, -7.06, 6.87], [18.09, -0.58, 5.02], [17.84, -7.55, -0.15], [13.68, -3.70, 6.78], [15.52, 0.61, 5.14]], "homo_lumo_gap_ev": [5.347, 5.148], "e_lumo_ev": [-3.376, -3.576], "e_tot_ev": -69669.5122, "charge": 1, "multiplicity": 2}